A cluster of 2 separate species, C2H5ISi in total, computed with ωB97M-V with the def2-TZVPD basis set.

The geometry in XYZ format:
```
9
Properties=species:S:1:pos:R:3:nbo_charge:R:1
I -4.265 -0.209 -0.237 -0.06
Si 1.171 -0.811 -0.216 0.76
C -0.531 -0.212 0.364 -0.68
C -0.815 1.069 0.728 -0.34
H 1.728 -0.309 -1.447 -0.16
H 1.836 -2.011 0.255 -0.16
H -1.906 1.201 0.949 0.21
H -1.460 -0.756 0.582 0.23
H -0.050 1.850 0.650 0.20
```

## Properties
Kohn-Sham gap (alpha / beta) (eV): 9.451 / 3.837


A structure of composition C61H45Br2N2O3PS2V, computed with ωB97M-V with the def2-TZVPD basis set.

The geometry in XYZ format:
```
117
Properties=species:S:1:pos:R:3:mulliken_spin:R:1
Br 4.166 -0.070 -5.179 0.00
Br 4.543 0.546 0.419 0.00
V -0.434 0.004 0.059 2.00
S -0.483 -0.410 2.568 0.02
S -1.806 -2.020 -0.060 0.04
P -2.070 2.924 -0.142 0.04
O -2.578 -1.912 -1.336 0.02
O 1.443 0.309 0.196 -0.04
O -0.165 -1.782 2.007 0.02
N -0.028 -0.062 -1.931 -0.14
N -1.312 1.573 -0.063 0.00
C -2.181 -0.181 2.860 0.06
C -2.859 -2.812 1.122 0.15
C 1.174 -0.405 6.800 0.01
C 1.008 -4.196 -1.939 0.00
C -5.650 3.662 1.731 0.00
C 0.230 -0.417 4.199 0.04
C -4.870 0.613 5.959 0.03
C -4.076 0.397 4.819 -0.01
C -2.376 3.520 -1.838 0.01
C -0.416 5.158 -0.172 0.00
C 0.306 6.194 0.399 0.00
C 1.006 -0.217 -4.503 0.01
C -4.464 -1.968 5.071 0.00
C -1.210 4.330 0.617 0.00
C -6.301 2.454 1.548 0.00
C 2.621 -6.009 -1.296 0.00
C -3.207 -1.156 3.055 0.20
C -5.187 -1.746 6.214 0.02
C -0.050 -4.110 0.622 0.02
C -3.946 -0.908 4.306 0.09
C 3.310 0.041 -3.495 0.00
C 4.063 0.212 -2.371 0.00
C -3.370 4.453 -2.126 0.00
C -5.432 -0.433 6.642 0.00
C -2.843 4.309 -4.467 0.00
C 0.960 -5.001 0.309 0.00
C 1.445 0.654 5.947 0.00
C -3.229 -4.088 0.621 -0.09
C -3.317 1.464 4.236 0.16
C -5.671 1.419 0.870 0.01
C 1.514 -5.050 -0.967 0.00
C -3.594 -2.197 2.182 0.09
C -1.611 3.005 -2.876 0.02
C 3.459 0.303 -1.096 0.00
C 2.093 0.223 -0.949 -0.02
C 1.893 -0.052 -3.413 -0.01
C -0.015 -3.310 -1.646 0.01
C -7.313 -2.432 2.862 0.04
C -4.386 1.587 0.392 0.01
C -0.047 -1.502 5.023 0.01
C -4.966 -2.740 2.299 0.06
C -3.602 4.844 -3.433 0.00
C -3.721 2.798 0.579 0.00
C -2.324 1.128 3.375 -0.07
C 0.974 0.657 4.639 0.02
C 0.429 -1.484 6.317 -0.01
C -1.264 4.560 1.991 0.01
C 0.238 6.417 1.764 0.00
C 1.321 0.035 -2.138 0.04
C -0.548 5.599 2.561 0.00
C -4.328 -4.746 1.061 0.17
C -4.363 3.837 1.242 -0.01
C 1.659 -0.403 8.221 0.00
C -5.285 -4.024 1.829 -0.05
C -1.840 3.396 -4.187 0.00
C -7.589 -3.764 2.516 -0.02
C -6.037 -1.944 2.760 -0.01
C -6.589 -4.536 1.997 0.02
C -0.531 -3.259 -0.360 -0.05
C -0.342 -0.283 -4.283 -0.01
C -0.835 -0.207 -2.966 0.10
H -6.139 4.468 2.258 0.00
H -0.441 -2.698 -2.427 0.00
H -0.625 -2.333 4.648 0.01
H -6.035 -0.251 7.520 0.00
H -6.790 -5.543 1.660 0.00
H -4.379 5.563 -3.649 0.00
H 5.138 0.288 -2.443 0.00
H -7.300 2.316 1.936 0.00
H -0.456 -4.064 1.621 -0.01
H 1.191 1.480 3.974 0.00
H 1.411 -4.226 -2.943 0.00
H 0.919 6.829 -0.224 0.00
H 0.794 7.231 2.208 0.00
H -2.611 -4.548 -0.137 0.01
H 2.246 0.487 8.436 0.00
H -8.106 -1.786 3.212 0.00
H -5.853 -0.917 3.033 -0.01
H -3.445 2.476 4.594 -0.01
H -1.566 1.849 3.097 -0.02
H -3.865 4.785 1.387 0.00
H -1.892 -0.299 -2.746 -0.01
H 3.493 -5.479 -1.677 0.00
H -3.882 0.766 -0.109 0.00
H -8.591 -4.159 2.619 0.00
H 2.926 -6.577 -0.420 0.00
H -1.040 -0.408 -5.096 0.00
H -0.360 4.994 -1.240 0.00
H -3.972 4.871 -1.330 0.00
H 2.307 -6.715 -2.064 0.00
H 1.406 -0.289 -5.504 0.00
H 2.279 -1.276 8.424 0.00
H -0.607 5.771 3.626 0.00
H 1.330 -5.669 1.075 0.00
H -4.998 1.628 6.310 0.00
H -1.882 3.938 2.618 0.00
H -5.569 -2.581 6.779 0.00
H -0.815 2.305 -2.637 -0.01
H -6.178 0.479 0.718 0.00
H 0.216 -2.318 6.974 0.00
H -4.291 -2.983 4.740 0.00
H -4.552 -5.746 0.724 0.01
H -3.036 4.607 -5.487 0.00
H 0.819 -0.430 8.915 0.00
H 2.031 1.490 6.303 0.00
H -1.237 2.988 -4.985 0.00
```

## Properties
<S²>: 3.80
Spin multiplicity: 4
Kohn-Sham gap (alpha / beta) (eV): 4.844 / 6.055


no.,maximum force (eV/A)
1,1.58
2,1.46